1.
# C4H8O2Si

A cluster of 2 separate species, C4H8O2Si in total in a non-equilibrium geometry (wB97M-V/def2-TZVPD, OMol25).

Last column: Mulliken charge in e.
CARTESIAN COORDINATES (ANGSTROEM)
C (0.653, -1.474, -2.710)  -1.060
C (0.206, -1.481, -1.272)  -0.390
Si (-0.666, -0.046, -0.699)  0.425
O (-1.997, 0.379, -1.585)  -0.468
O (-0.976, 0.610, 0.788)  -0.482
H (0.364, -2.493, -3.144)  0.264
H (1.624, -1.324, -2.718)  0.349
H (0.134, -0.728, -3.374)  0.287
H (0.780, -2.178, -0.725)  0.399
H (-2.308, 1.232, -1.192)  0.332
H (-0.552, 0.521, 1.626)  0.327
C (0.195, 1.638, 4.076)  -0.346
C (1.210, 1.879, 3.434)  -0.383
H (-0.860, 1.639, 4.361)  0.369
H (2.194, 1.828, 3.134)  0.377

The value obtained for the energy relative to the best compared isomer or geometry (same formula, charge and spin) is 2.549 eV. The net charge is 0. The largest force on an atom is 6.23 eV Å⁻¹. The structure (SMILES) is CC=[Si](O)O.C#C.

2.
# C4H8O3

A cluster of 2 separate species, C4H8O3 in total (wB97M-V/def2-TZVPD, OMol25).

Last column: Mulliken charge in e.
CARTESIAN COORDINATES (ANGSTROEM)
C (1.371, -1.172, -0.974)  -0.791
C (0.534, -0.198, -0.652)  0.142
C (0.443, 0.454, 0.709)  0.091
O (-0.394, 1.585, 0.674)  -0.616
C (-0.048, -0.492, 1.790)  0.203
O (-0.943, -0.170, 2.538)  -0.501
H (1.517, -1.523, -1.993)  0.273
H (1.996, -1.623, -0.212)  0.216
H (-0.116, 0.260, -1.371)  -0.093
H (1.474, 0.751, 0.960)  0.305
H (-0.936, 1.534, 1.485)  0.360
H (0.455, -1.472, 1.862)  0.315
O (-2.125, 0.496, -1.565)  -0.669
H (-1.528, 0.476, -2.324)  0.356
H (-1.699, 1.095, -0.928)  0.409

The value obtained for the energy relative to the best compared isomer or geometry (same formula, charge and spin) is 2.368 eV. The net charge is 0. The largest force on an atom is 0.60 eV Å⁻¹. The structure (SMILES) is C=C[C@@H](O)C=O.O.

3.
# C4H8O3

A cluster of 3 separate species, C4H8O3 in total in a non-equilibrium geometry (wB97M-V/def2-TZVPD, OMol25).

Last column: Mulliken charge in e.
CARTESIAN COORDINATES (ANGSTROEM)
C (-0.067, 0.223, -1.624)  -0.992
C (-0.386, -0.641, -0.443)  0.568
O (-1.636, -1.195, -0.497)  -0.463
C (0.421, -0.898, 0.594)  -0.535
O (1.782, -0.793, 0.452)  -0.480
C (0.627, 1.584, 1.629)  0.091
O (1.738, 1.519, 1.866)  -0.214
H (-0.996, 0.489, -2.139)  0.348
H (0.432, 1.149, -1.317)  0.296
H (0.584, -0.298, -2.330)  0.322
H (-1.750, 1.053, 0.289)  0.181
H (-1.621, -1.969, 0.083)  0.306
H (0.019, -1.352, 1.506)  0.309
H (2.176, -0.350, 1.213)  0.369
H (-1.322, 1.480, 0.717)  -0.106

The value obtained for the energy relative to the best compared isomer or geometry (same formula, charge and spin) is 3.520 eV. The net charge is 0. The largest force on an atom is 1.59 eV Å⁻¹.

4.
# C4H8O3

An isolated molecule of C4H8O3 (wB97M-V/def2-TZVPD, OMol25).

Last column: Mulliken charge in e.
CARTESIAN COORDINATES (ANGSTROEM)
O (1.069, -0.546, -1.260)  -0.634
C (0.574, -0.501, -0.145)  0.632
C (1.425, -0.096, 1.036)  -0.519
O (2.741, 0.159, 0.661)  -0.536
C (-0.899, -0.726, 0.093)  -0.411
C (-1.697, 0.350, -0.660)  -0.496
O (-1.132, 1.635, -0.485)  -0.532
H (0.941, 0.798, 1.468)  0.286
H (1.370, -0.887, 1.802)  0.281
H (2.766, 0.013, -0.301)  0.370
H (-1.177, -1.718, -0.280)  0.332
H (-1.115, -0.682, 1.166)  0.295
H (-1.758, 0.086, -1.723)  0.259
H (-2.715, 0.402, -0.263)  0.339
H (-0.394, 1.712, -1.108)  0.335

The value obtained for the energy relative to the best compared isomer or geometry (same formula, charge and spin) is 1.318 eV. The net charge is 0. The largest force on an atom is 0.61 eV Å⁻¹. The structure (SMILES) is O=C(CO)CCO.

5.
# C4H8O3

A cluster of 2 separate species, C4H8O3 in total (wB97M-V/def2-TZVPD, OMol25).

Last column: Mulliken charge in e.
CARTESIAN COORDINATES (ANGSTROEM)
C (-2.661, 0.086, -0.413)  -0.616
O (-1.754, -0.115, 0.659)  -0.358
C (-0.441, 0.051, 0.382)  1.005
O (-0.102, 0.694, -0.647)  -0.663
C (0.468, -0.577, 1.245)  -1.111
C (1.977, -0.037, -0.677)  -0.239
O (3.014, 0.119, 0.126)  -0.404
H (-2.545, -0.719, -1.148)  0.271
H (-3.657, 0.042, 0.030)  0.230
H (-2.506, 1.048, -0.906)  0.263
H (1.271, 0.020, 1.654)  0.264
H (0.066, -1.330, 1.920)  0.286
H (1.712, -1.055, -0.906)  0.410
H (1.836, 0.739, -1.415)  0.274
H (3.322, 1.035, 0.096)  0.387

The value obtained for the energy relative to the best compared isomer or geometry (same formula, charge and spin) is 5.040 eV. The net charge is 0. The largest force on an atom is 0.35 eV Å⁻¹.

6.
# C4H8O3

An isolated molecule of C4H8O3 (wB97M-V/def2-TZVPD, OMol25).

Last column: Mulliken charge in e.
CARTESIAN COORDINATES (ANGSTROEM)
C (-0.607, 0.565, -1.467)  -1.479
C (-0.808, -0.436, -0.334)  0.344
O (-0.474, -1.704, -0.831)  -0.572
C (0.021, -0.129, 0.974)  0.196
O (0.743, -1.263, 1.379)  -0.651
C (0.974, 1.044, 0.866)  0.083
O (2.155, 0.914, 1.099)  -0.535
H (-1.256, 0.286, -2.301)  0.366
H (-0.851, 1.592, -1.178)  0.338
H (0.429, 0.524, -1.822)  0.376
H (-1.869, -0.421, -0.042)  0.212
H (0.014, -2.156, -0.123)  0.368
H (-0.692, 0.143, 1.766)  0.242
H (1.678, -0.985, 1.407)  0.356
H (0.544, 2.027, 0.607)  0.357

The value obtained for the energy relative to the best compared isomer or geometry (same formula, charge and spin) is 1.553 eV. The net charge is 0. The largest force on an atom is 0.53 eV Å⁻¹. The structure (SMILES) is C[C@@H](O)[C@@H](O)C=O.

7.
# C4H8O3

An isolated molecule of C4H8O3 in a non-equilibrium geometry (wB97M-V/def2-TZVPD, OMol25).

Last column: Mulliken charge in e.
CARTESIAN COORDINATES (ANGSTROEM)
O (-1.318, 2.704, 0.511)  -0.590
C (-0.845, 1.612, 0.941)  0.463
O (-1.571, 0.871, 1.834)  -0.393
C (0.309, 0.911, 0.485)  -0.332
C (-0.118, -0.446, -0.035)  -0.555
C (0.878, -1.160, -0.930)  -0.786
O (0.380, -2.418, -1.467)  -0.510
H (-2.047, 1.513, 2.244)  0.308
H (0.918, 0.719, 1.305)  0.299
H (0.776, 1.570, -0.243)  0.345
H (-0.221, -1.203, 0.596)  0.388
H (-1.002, -0.413, -0.732)  0.311
H (0.910, -0.454, -1.757)  0.343
H (1.921, -1.239, -0.612)  0.401
H (1.030, -2.566, -2.140)  0.309

The value obtained for the energy relative to the best compared isomer or geometry (same formula, charge and spin) is 2.010 eV. The net charge is 0. The largest force on an atom is 5.63 eV Å⁻¹. The structure (SMILES) is O=C(O)CCCO.

8.
# C4H8O3

A cluster of 3 separate species, C4H8O3 in total in a non-equilibrium geometry (wB97M-V/def2-TZVPD, OMol25).

Last column: Mulliken charge in e.
CARTESIAN COORDINATES (ANGSTROEM)
C (-0.117, 0.294, -1.613)  -1.076
C (-0.516, -0.446, -0.374)  0.343
O (-1.540, -1.319, -0.564)  -0.482
C (0.340, -0.562, 0.756)  -0.109
O (1.675, -0.848, 0.508)  -0.515
C (0.471, 1.140, 1.448)  0.035
O (1.556, 1.453, 1.759)  -0.396
H (-1.016, 0.531, -2.188)  0.360
H (0.387, 1.229, -1.345)  0.314
H (0.557, -0.295, -2.244)  0.311
H (-1.403, 0.889, 0.255)  0.140
H (-1.472, -2.021, 0.098)  0.350
H (-0.110, -1.144, 1.577)  0.338
H (2.210, -0.320, 1.131)  0.323
H (-1.023, 1.418, 0.797)  0.064

The value obtained for the energy relative to the best compared isomer or geometry (same formula, charge and spin) is 5.224 eV. The net charge is 0. The largest force on an atom is 1.02 eV Å⁻¹.

9.
# C4H8O3

An isolated molecule of C4H8O3 in a non-equilibrium geometry (wB97M-V/def2-TZVPD, OMol25).

Last column: Mulliken charge in e.
CARTESIAN COORDINATES (ANGSTROEM)
C (-0.219, 0.399, -1.618)  -1.188
C (-0.661, -0.303, -0.340)  0.337
O (-1.264, -1.525, -0.656)  -0.545
C (0.281, -0.378, 0.853)  0.037
O (1.482, -1.076, 0.751)  -0.535
C (0.494, 1.081, 1.190)  0.075
O (1.572, 1.474, 1.571)  -0.519
H (-1.152, 0.650, -2.128)  0.348
H (0.300, 1.331, -1.371)  0.328
H (0.400, -0.178, -2.313)  0.292
H (-1.416, 0.484, 0.117)  0.095
H (-1.032, -2.176, 0.019)  0.373
H (-0.356, -0.793, 1.664)  0.314
H (2.109, -0.590, 1.318)  0.348
H (-0.537, 1.599, 0.945)  0.240

The value obtained for the energy relative to the best compared isomer or geometry (same formula, charge and spin) is 2.268 eV. The net charge is 0. The largest force on an atom is 2.46 eV Å⁻¹. The structure (SMILES) is C[C@@H](O)[C@@H](O)C=O.

10.
# C4H8O3

An isolated molecule of C4H8O3 (wB97M-V/def2-TZVPD, OMol25).

Last column: Mulliken charge in e.
CARTESIAN COORDINATES (ANGSTROEM)
O (0.643, 2.316, 0.869)  -0.552
C (0.619, 1.899, -0.257)  0.392
O (0.757, 2.727, -1.324)  -0.453
C (0.417, 0.468, -0.657)  -0.396
C (-0.556, -0.293, 0.268)  -0.351
C (-0.130, -1.730, 0.463)  -0.601
O (-0.943, -2.372, 1.441)  -0.534
H (0.636, 3.622, -0.977)  0.345
H (0.113, 0.364, -1.695)  0.353
H (1.415, 0.024, -0.520)  0.268
H (-1.560, -0.204, -0.141)  0.269
H (-0.558, 0.174, 1.256)  0.313
H (0.922, -1.792, 0.759)  0.336
H (-0.169, -2.318, -0.463)  0.297
H (-1.606, -2.888, 0.978)  0.314

The value obtained for the energy relative to the best compared isomer or geometry (same formula, charge and spin) is 0.661 eV. The net charge is 0. The largest force on an atom is 0.87 eV Å⁻¹. The structure (SMILES) is O=C(O)CCCO.